Entry 1:
The following is a quantum chemistry calculation of a molecular structure, C6H10OSSi, from OMol25.

Its electronic energy is -27139.0971 eV. The HOMO-LUMO gap (alpha / beta) is 7.836 / 7.308 eV. The HOMO energy (alpha / beta) is -8.407 / -8.452 eV. The value obtained for the relative energy (zero: lowest compared OMol25 entry of this formula, charge and spin) is 528.7 kJ/mol.

CARTESIAN COORDINATES (ANGSTROEM)
1 S -2.508 -1.476 0.304
2 Si 0.164 -0.316 0.265
3 O -3.827 -1.200 0.910
4 C -1.246 -0.974 1.305
5 C 2.008 1.899 0.389
6 C -2.302 -0.240 -0.959
7 C 1.266 -1.499 -0.723
8 C -1.194 0.432 -1.075
9 C 1.065 1.100 1.159
10 H 1.833 2.865 0.586
11 H 2.100 1.607 -0.644
12 H 3.076 1.667 0.550
13 H -1.387 -1.130 2.308
14 H 0.479 1.641 1.871
15 H 1.937 -1.010 -1.320
16 H -3.154 -0.003 -1.598
17 H -0.962 1.200 -1.772
18 H 0.755 -2.276 -1.380
19 H 1.897 -2.287 -0.174

Results of the natural (NBO) charge analysis, in e, for atoms 1 through 5: 1.2993 1.4309 -0.9687 -0.8197 -0.6941



Entry 2:
The following is a quantum chemistry calculation of a gas-phase ion, C3H6IN2O (charge +1), from OMol25.

Its electronic energy is -16325.5418 eV. The HOMO-LUMO gap (alpha / beta) is 6.637 / 8.204 eV. Its net charge is +1. The HOMO energy (alpha / beta) is -12.083 / -12.888 eV. The value obtained for the relative energy (zero: lowest compared OMol25 entry of this formula, charge and spin) is 402.3 kJ/mol.

CARTESIAN COORDINATES (ANGSTROEM)
1 I 3.430 0.092 -0.611
2 O 0.634 -0.886 0.153
3 N -1.392 0.346 -0.115
4 N 0.559 1.525 0.331
5 C 1.946 -1.089 0.299
6 C -2.210 -0.703 -0.384
7 C -0.084 0.334 0.150
8 H -2.078 -1.745 -0.284
9 H -3.275 -0.517 -0.396
10 H 1.326 1.497 0.957
11 H -1.977 1.284 -0.168
12 H 0.808 1.948 -0.552
13 H 2.314 -2.086 0.619

Results of the natural (NBO) charge analysis, in e, for atoms 1 through 5: 0.2147 -0.4516 -0.4990 -0.8213 -0.0469



Entry 3:
The following is a quantum chemistry calculation of 6 unconnected molecules or ions with the total composition C21H55O17P3, from OMol25.

Its electronic energy is -85342.3572 eV. The HOMO-LUMO gap is 9.815 eV. The HOMO energy is -9.357 eV.

CARTESIAN COORDINATES (ANGSTROEM)
1 P -2.475 -2.485 7.632
2 P 8.639 -0.923 3.882
3 P -4.487 0.178 -4.703
4 O 7.684 -2.200 4.346
5 O 8.209 -0.721 2.331
6 O 10.043 -1.035 4.212
7 O -0.310 2.850 2.408
8 O 2.360 -3.838 0.192
9 O -3.595 4.389 1.850
10 O -0.767 3.016 -10.458
11 O -1.424 -3.229 6.863
12 O -3.740 1.626 -4.637
13 O -4.914 0.074 -6.281
14 O -5.816 0.522 -3.900
15 O -2.985 -1.281 6.663
16 O -3.844 -3.273 8.034
17 O -2.032 -1.694 8.999
18 O -3.562 -0.838 -4.144
19 O 1.563 1.144 -9.413
20 O 7.957 0.378 4.654
21 C 6.282 -2.048 4.301
22 C -4.120 -0.454 6.970
23 C -4.311 4.572 3.075
24 C 0.517 -2.871 -0.579
25 C 0.967 -4.012 0.260
26 C -2.197 4.421 2.093
27 C -6.661 1.589 -4.255
28 C 2.634 -3.538 -1.144
29 C -1.742 3.057 2.583
30 C 8.506 0.756 5.945
31 C 1.403 -3.119 -1.824
32 C -1.305 -2.331 9.955
33 C -0.791 1.769 -9.710
34 C 0.314 3.165 -11.318
35 C -3.426 2.277 -3.413
36 C 2.668 0.903 -8.455
37 C -4.484 -4.021 7.056
38 C 0.244 1.931 3.282
39 C -5.127 -1.220 -6.750
40 C 0.366 1.477 -8.793
41 C 9.044 -0.754 1.259
42 H -0.396 1.056 3.392
43 H -0.421 -1.713 10.112
44 H 5.944 -1.453 5.149
45 H -6.365 2.431 -3.631
46 H -7.675 1.352 -3.931
47 H 1.217 -4.006 -2.430
48 H 2.974 -4.356 -1.780
49 H -0.698 0.964 -10.439
50 H 0.790 -4.056 1.335
51 H 9.014 0.182 0.701
52 H -2.335 2.249 2.155
53 H -4.686 -0.794 7.837
54 H -5.317 -3.602 6.492
55 H -2.522 1.866 -2.965
56 H -1.737 1.715 -9.171
57 H -6.110 -1.677 -6.863
58 H 1.238 3.612 -10.950
59 H 1.628 -2.292 -2.498
60 H -3.972 5.466 3.597
61 H 3.472 -2.845 -1.218
62 H -1.816 -2.274 10.916
63 H 0.339 2.292 4.306
64 H 0.042 0.759 -8.040
65 H -0.036 3.775 -12.151
66 H -3.231 3.305 -3.719
67 H 0.636 2.236 -11.790
68 H 6.038 -1.638 3.321
69 H 10.104 -0.916 1.458
70 H -4.448 -1.981 -6.365
71 H -4.093 3.726 3.727
72 H 7.673 0.586 6.628
73 H -0.552 -2.902 -0.789
74 H -1.797 4.718 1.123
75 H -6.624 1.789 -5.326
76 H 2.766 1.693 -7.710
77 H -1.982 3.065 3.646
78 H 0.702 -1.829 -0.316
79 H -1.863 5.200 2.779
80 H -4.343 2.134 -2.841
81 H 2.418 -0.019 -7.930
82 H -3.634 0.489 7.220
83 H -3.751 -4.380 6.333
84 H -4.984 -4.826 7.595
85 H -5.385 4.696 2.938
86 H 8.856 1.787 5.887
87 H 1.269 1.643 3.048
88 H 8.822 -1.501 0.498
89 H 3.682 0.684 -8.790
90 H -4.598 -0.499 5.991
91 H -4.738 -1.297 -7.765
92 H 0.599 -4.930 -0.199
93 H -1.004 -3.333 9.649
94 H 0.570 2.266 -8.068
95 H 9.340 0.092 6.174
96 H 5.696 -2.918 4.600

Results of the Löwdin charge analysis, in e, for atoms 1 through 5: 0.4989 0.4977 0.4620 -0.2245 -0.1980



Entry 4:
The following is a quantum chemistry calculation of a molecular structure, C25H48BeBr2Cl5N3O24PS2, from OMol25.

Its electronic energy is -314360.1858 eV. The HOMO-LUMO gap is 0.800 eV. Its net charge is -1. The HOMO energy is -4.665 eV. The value obtained for the relative energy (zero: lowest compared OMol25 entry of this formula, charge and spin) is 104.9 kJ/mol.

CARTESIAN COORDINATES (ANGSTROEM)
1 Br -4.581 2.086 1.422
2 Br -4.280 4.921 -0.910
3 Cl -9.964 -6.496 -7.734
4 Cl -8.495 -6.564 -10.212
5 Cl -9.092 -4.577 -6.169
6 Cl -7.114 -6.985 -7.734
7 Cl -8.919 -8.998 -8.717
8 S -4.113 -6.425 -10.888
9 S -1.692 6.177 9.143
10 P -0.136 0.908 1.686
11 O -0.168 5.726 8.991
12 O 0.813 -4.857 -6.401
13 O 3.633 7.182 4.955
14 O 3.713 0.807 4.431
15 O 2.558 -6.124 -7.021
16 O 5.868 7.199 4.789
17 O -3.558 -5.640 -9.774
18 O -5.325 -7.120 -10.423
19 O 1.492 2.659 4.892
20 O 1.226 0.673 0.888
21 O -4.443 -5.521 -11.998
22 O -3.138 -7.425 -11.339
23 O -1.476 7.733 8.844
24 O 3.109 -3.927 0.425
25 O -0.829 2.194 1.057
26 O 1.645 -0.233 4.712
27 O 0.451 -6.908 -7.179
28 O -2.438 5.627 8.072
29 O 4.715 9.142 4.626
30 O 1.342 -1.085 -2.772
31 O -2.082 6.001 10.493
32 O -0.497 -0.820 4.618
33 O -0.685 2.211 3.934
34 O 2.305 2.532 2.694
35 N 3.486 3.853 5.719
36 N 2.891 -1.729 -4.827
37 N -1.050 -0.324 1.466
38 C 2.310 -3.867 -3.814
39 C -0.797 -6.477 -6.577
40 C -2.068 1.667 3.955
41 C -0.614 -4.981 -6.600
42 C 2.894 4.510 1.492
43 C 3.062 -2.572 -3.589
44 C 5.332 0.087 2.767
45 C 4.629 -0.232 4.091
46 C -1.999 -6.969 -7.336
47 C 1.384 -5.993 -6.887
48 C 1.858 3.866 2.408
49 C 0.242 1.230 3.463
50 C 0.148 -1.750 -2.333
51 C -2.818 1.996 5.251
52 C 2.587 3.199 5.354
53 C -8.614 -7.258 -8.605
54 C -3.840 3.045 -1.170
55 C 0.584 6.763 8.331
56 C 0.371 -0.041 4.318
57 C 2.559 -1.720 -2.429
58 C -0.072 8.043 8.803
59 C -4.837 2.137 -0.504
60 C 2.478 0.626 3.920
61 C 4.842 7.926 4.776
62 C 1.684 1.891 3.726
63 Be -0.914 4.197 4.972
64 H -0.932 2.907 1.702
65 H 5.354 -0.254 4.885
66 H 1.946 -1.324 -4.787
67 H 2.228 -4.436 -2.891
68 H -2.122 -6.425 -8.271
69 H 2.484 -2.310 -1.518
70 H 3.498 3.717 1.071
71 H -0.804 -6.858 -5.551
72 H -1.893 -8.023 -7.587
73 H -2.096 2.002 6.053
74 H 2.637 -4.695 0.088
75 H 1.631 6.699 8.607
76 H -0.866 -4.541 -7.566
77 H 3.541 -0.942 -4.847
78 H 0.484 6.631 7.252
79 H 2.565 0.146 2.943
80 H -2.063 0.592 3.911
81 H -1.161 -4.465 -5.814
82 H -3.272 2.971 5.188
83 H -1.312 -0.786 2.326
84 H -2.833 2.903 -0.790
85 H 1.308 -3.691 -4.202
86 H 6.400 0.034 2.906
87 H 2.419 -3.281 0.606
88 H -5.865 2.438 -0.676
89 H -0.582 -0.979 -2.093
90 H -2.617 2.039 3.108
91 H 2.393 5.052 0.706
92 H 0.903 3.879 1.899
93 H 3.281 -0.919 -2.242
94 H -4.698 1.112 -0.840
95 H 2.833 -4.487 -4.544
96 H 1.789 4.471 3.300
97 H 3.551 5.157 2.048
98 H 5.108 1.110 2.512
99 H 4.054 6.312 5.044
100 H 0.105 8.874 8.128
101 H 5.000 -0.575 1.982
102 H 0.329 -2.350 -1.441
103 H -2.905 -6.839 -6.746
104 H 4.126 -2.776 -3.475
105 H -0.266 -2.373 -3.127
106 H 4.145 -1.199 4.078
107 H 0.984 0.267 0.052
108 H -3.849 2.891 -2.246
109 H -3.564 1.240 5.443
110 H 0.251 8.312 9.810
111 H 2.994 -2.267 -5.689

Results of the Löwdin charge analysis, in e, for atoms 1 through 5: 0.6874 0.6153 0.4322 0.5608 -0.2604



Entry 5:
The following is a quantum chemistry calculation of 3 unconnected molecules or ions with the total composition C2H3O5S, from OMol25.

Its electronic energy is -23191.3065 eV. The HOMO-LUMO gap (alpha / beta) is 5.472 / 5.473 eV. Its net charge is -1. The HOMO energy (alpha / beta) is -4.054 / -4.054 eV. The value obtained for the relative energy (zero: lowest compared OMol25 entry of this formula, charge and spin) is 537.1 kJ/mol.

CARTESIAN COORDINATES (ANGSTROEM)
1 S 1.715 0.591 0.749
2 O -1.771 -2.148 -1.432
3 O -0.176 -0.977 -1.187
4 O 1.094 0.087 1.964
5 O 1.760 2.052 0.715
6 O 2.797 -0.137 0.112
7 C -1.079 0.906 0.051
8 C -0.347 -0.010 -0.520
9 H -1.035 -2.678 -1.007
10 H -2.145 0.761 -0.238
11 H -0.813 1.554 0.792

Results of the natural (NBO) charge analysis, in e, for atoms 1 through 5: 2.3226 -0.8708 -0.3742 -0.8886 -0.8924



Entry 6:
The following is a quantum chemistry calculation of 12 unconnected molecules or ions with the total composition C32H90N2O24, from OMol25.

Its electronic energy is -86753.4218 eV. The HOMO-LUMO gap is 8.383 eV. The HOMO energy is -8.358 eV. The value obtained for the relative energy (zero: lowest compared OMol25 entry of this formula, charge and spin) is 262.1 kJ/mol.

CARTESIAN COORDINATES (ANGSTROEM)
1 O 1.151 0.561 2.424
2 O -1.738 -3.592 -0.955
3 O 0.901 -4.904 4.426
4 O -1.846 -5.251 1.393
5 O 0.260 2.651 -1.576
6 O -5.042 0.555 -1.743
7 O -0.983 -0.921 -0.192
8 O -0.893 0.192 -3.221
9 O 1.935 2.836 3.499
10 O 4.632 -2.294 4.962
11 O 0.930 -4.643 1.626
12 O 1.119 -3.999 -5.834
13 O -3.301 2.022 3.718
14 O 4.580 3.022 -1.207
15 O -1.864 1.500 6.044
16 O -0.786 -2.503 -4.751
17 O 0.220 -0.543 6.472
18 O 8.597 6.810 -4.864
19 O 2.161 5.425 4.639
20 O -1.184 -2.990 5.323
21 O -2.057 5.450 2.892
22 O -8.617 -3.119 -5.804
23 O 0.400 -5.231 -1.168
24 O 3.036 -1.520 2.352
25 N -7.139 -1.161 -3.466
26 N 6.897 4.671 -2.413
27 C -6.159 -1.542 -2.448
28 C -9.783 -3.259 -6.627
29 C -3.861 1.310 -1.501
30 C 3.329 -1.791 4.841
31 C -0.429 1.773 6.127
32 C 6.265 4.800 -1.106
33 C 5.676 3.504 -0.478
34 C -2.981 -4.103 -0.435
35 C -2.892 -4.346 1.093
36 C 0.488 0.512 1.170
37 C 8.013 7.730 -5.766
38 C 2.670 -2.256 3.503
39 C 1.968 -4.956 0.756
40 C -0.533 -5.115 4.414
41 C 7.791 5.667 -4.554
42 C 0.175 -3.055 -3.834
43 C 1.484 3.989 2.869
44 C -2.607 4.498 3.793
45 C 0.436 0.612 -3.006
46 C 1.047 5.105 3.898
47 C 0.264 0.490 5.603
48 C 0.728 -4.306 -4.510
49 C -1.305 -3.820 4.194
50 C -6.832 -1.708 -4.808
51 C 7.110 5.988 -3.166
52 C -2.681 3.115 3.015
53 C 0.746 2.141 -2.801
54 C 3.765 2.106 -0.500
55 C -4.884 -0.629 -2.493
56 C -0.072 -0.934 0.928
57 C -7.933 -1.925 -5.887
58 C 1.656 -4.624 -0.759
59 H -2.434 6.319 3.045
60 H -0.210 0.081 4.710
61 H 0.610 5.950 3.367
62 H -0.062 -5.034 -4.696
63 H -1.950 4.330 4.647
64 H 0.790 0.111 -2.104
65 H 8.392 4.760 -4.617
66 H -3.280 1.441 -2.414
67 H -3.980 -1.114 -2.124
68 H -1.285 -0.044 -2.377
69 H -1.118 -4.324 -0.969
70 H -5.794 -2.551 -2.640
71 H -6.022 -1.059 -5.142
72 H -1.199 -1.835 -0.391
73 H 3.078 2.604 0.184
74 H 6.101 6.350 -3.366
75 H 1.411 -3.562 -0.774
76 H -0.269 -3.259 -2.860
77 H -6.302 -2.660 -4.809
78 H 0.444 -3.322 -5.917
79 H -3.222 3.222 2.075
80 H -3.775 -4.609 1.676
81 H 3.227 -0.709 4.917
82 H -3.234 0.802 -0.767
83 H -3.840 -3.498 -0.725
84 H 4.530 -3.159 5.367
85 H -2.722 1.638 4.380
86 H -0.227 1.329 1.077
87 H 0.581 -6.149 -1.381
88 H -0.036 -1.376 6.071
89 H 6.435 2.722 -0.505
90 H -9.611 -2.723 -7.560
91 H 4.301 1.326 0.040
92 H -8.079 -1.403 -3.186
93 H 7.166 8.165 -5.236
94 H -0.577 -1.196 1.858
95 H 1.399 1.455 2.670
96 H -7.524 -1.912 -6.897
97 H 0.216 4.742 4.502
98 H 5.408 3.791 0.538
99 H -0.999 -1.622 -4.433
100 H -0.030 2.716 5.754
101 H -2.380 -3.930 4.050
102 H -10.037 -4.287 -6.885
103 H 1.530 -4.781 -3.946
104 H 5.453 5.497 -1.311
105 H -2.056 1.221 6.942
106 H -3.610 4.689 4.173
107 H -6.608 -1.579 -1.455
108 H 2.892 -4.516 1.132
109 H 1.582 -2.215 3.549
110 H 2.970 -3.288 3.318
111 H 1.826 2.257 -2.887
112 H 2.808 -2.173 5.720
113 H 0.201 -5.192 1.330
114 H 1.219 0.685 0.381
115 H -2.567 -3.462 1.642
116 H 7.702 7.330 -6.731
117 H 0.717 -1.655 0.713
118 H -4.738 -0.365 -3.541
119 H 1.069 0.291 -3.833
120 H 2.501 -0.733 2.226
121 H 2.508 -4.975 -1.341
122 H 8.743 8.521 -5.940
123 H 6.996 5.587 -5.296
124 H -1.740 2.773 2.584
125 H 7.546 6.799 -2.584
126 H -10.685 -2.924 -6.114
127 H 2.075 -6.027 0.931
128 H -1.261 -3.541 6.105
129 H -2.189 -6.108 1.659
130 H 1.323 0.652 5.404
131 H -0.872 -3.359 3.306
132 H 1.054 -2.431 -3.673
133 H -0.795 -5.802 3.609
134 H 0.104 3.582 -1.751
135 H 2.154 4.475 2.160
136 H 0.664 3.648 2.236
137 H 2.086 6.271 5.086
138 H -0.776 -5.604 5.358
139 H 6.431 3.992 -2.998
140 H -8.672 -1.125 -5.854
141 H 0.359 2.716 -3.643
142 H 3.103 1.645 -1.234
143 H 2.537 2.944 4.240
144 H -0.220 1.911 7.187
145 H 6.944 5.232 -0.371
146 H -4.198 2.298 -1.188
147 H -3.122 -4.984 -1.062
148 H 1.090 -4.686 3.510

Results of the Löwdin charge analysis, in e, for atoms 1 through 5: -0.0940 -0.0985 -0.0726 -0.0920 -0.0610



Entry 7:
The following is a quantum chemistry calculation of a molecular structure, C24H15AuClN4O11S2, from OMol25.

Its electronic energy is -91495.9518 eV. The HOMO-LUMO gap is 5.960 eV. Its net charge is -1. The HOMO energy is -5.737 eV. The value obtained for the relative energy (zero: lowest compared OMol25 entry of this formula, charge and spin) is 79.6 kJ/mol.

CARTESIAN COORDINATES (ANGSTROEM)
1 Au 0.054 -0.228 0.116
2 Cl -4.049 -5.648 -5.231
3 S 4.229 0.217 -2.399
4 S 3.279 -1.354 -0.048
5 O -0.602 1.482 -1.181
6 O -1.871 -3.417 2.132
7 O -1.071 -1.339 7.835
8 O -0.117 0.571 7.555
9 O 1.897 2.763 -4.296
10 O -0.906 -1.394 -1.239
11 O 0.907 -2.501 -1.982
12 O -1.994 -4.130 4.152
13 O 0.861 1.105 1.418
14 O -0.045 -1.562 1.736
15 O 1.020 2.211 3.302
16 N -0.585 -0.471 7.124
17 N 1.480 1.380 -2.172
18 N 1.791 0.405 -1.319
19 N -1.656 -3.294 3.319
20 C -2.967 -4.682 -4.273
21 C 0.682 1.211 2.696
22 C 0.667 3.259 -4.114
23 C 0.216 4.235 -5.005
24 C -0.577 -0.686 5.698
25 C -1.450 3.404 -2.961
26 C -1.604 -4.917 -4.342
27 C 5.261 -1.182 -1.863
28 C -1.243 -3.142 -2.761
29 C -1.098 -1.850 5.172
30 C -2.616 -2.924 -2.699
31 C -0.176 2.840 -3.074
32 C 0.227 1.830 -2.070
33 C -0.326 -1.180 2.925
34 C -0.292 -2.300 -1.938
35 C -1.018 -2.078 3.815
36 C -0.043 0.282 4.849
37 C -0.743 -4.142 -3.582
38 C 0.072 0.066 3.499
39 C -1.888 4.368 -3.845
40 C -1.043 4.784 -4.871
41 C -3.486 -3.691 -3.456
42 C 2.927 -0.155 -1.265
43 C 5.077 -1.334 -0.369
44 H 4.932 -2.071 -2.399
45 H 2.066 2.128 -3.556
46 H 0.298 1.224 5.253
47 H 6.290 -0.942 -2.127
48 H 5.490 -2.273 -0.002
49 H 5.520 -0.499 0.172
50 H -4.552 -3.519 -3.407
51 H -2.992 -2.149 -2.049
52 H -1.225 -5.699 -4.985
53 H 0.887 4.546 -5.795
54 H -2.874 4.801 -3.737
55 H -2.078 3.059 -2.152
56 H -1.370 5.545 -5.568
57 H 0.325 -4.308 -3.619
58 H -1.582 -2.579 5.802

Results of the natural (NBO) charge analysis, in e, for atoms 1 through 5: 1.5676 -0.0162 0.2596 0.3236 -0.6935



Q: Among the records above, which one has the lowest electronic energy?
A: C25H48BeBr2Cl5N3O24PS2